1.
This record from OMol25 describes a cluster of 2 separate species, C18H24N3O6 in total in a non-equilibrium geometry. The level of theory is ωB97M-V/def2-TZVPD.

As for the net charge: -1. The total energy comes out at -1315.96451 Eh.

XYZ file:
```
51
Properties=species:S:1:pos:R:3:forces:R:3:mulliken_charge:R:1
C -5.016 1.922 1.688 0.31 0.43 -0.21 -1.24
C -3.829 0.981 1.706 -1.03 -0.95 0.32 -0.12
O -2.622 1.659 1.452 1.12 0.22 0.33 -0.29
C -1.558 0.953 1.914 -2.16 -1.05 -0.08 0.71
N -0.318 1.543 1.689 2.76 0.18 0.92 -0.10
N -0.249 2.354 0.782 -3.65 0.37 -2.47 0.03
C 0.957 2.994 0.553 3.04 0.01 1.15 0.55
O 1.850 2.898 1.362 0.00 0.54 -0.34 -0.53
O 1.074 3.721 -0.593 -1.71 -1.13 0.88 -0.31
C 2.329 4.357 -0.635 1.48 0.45 0.33 -0.16
C 2.617 5.004 -1.976 -0.65 -0.22 -0.23 -1.23
O -1.664 -0.099 2.498 0.60 0.90 -0.43 -0.54
H -5.969 1.401 1.804 0.23 -0.15 -0.03 0.38
H -4.940 2.660 2.487 0.04 -0.02 0.11 0.31
H -5.036 2.479 0.753 -0.10 -0.01 -0.13 0.32
H -3.731 0.481 2.677 -0.25 0.07 -0.21 0.33
H -3.911 0.190 0.948 -0.18 0.11 0.15 0.22
H 2.329 5.098 0.177 0.24 -0.07 -0.18 0.35
H 3.081 3.596 -0.384 0.01 0.37 -0.13 0.32
H 3.572 5.538 -2.001 -0.12 -0.17 0.32 0.37
H 2.632 4.255 -2.768 0.03 -0.06 0.01 0.29
H 1.827 5.712 -2.226 -0.01 0.10 -0.02 0.31
C -3.384 -3.355 -1.929 0.25 0.16 0.28 -1.21
C -2.256 -2.573 -2.586 -0.23 -0.19 -0.79 -0.30
O -1.431 -1.923 -1.651 -0.07 0.68 0.13 -0.18
C -0.789 -0.838 -2.208 1.44 1.04 0.43 0.23
C 0.399 -0.367 -1.523 -0.79 -0.66 0.64 0.73
C 1.172 0.746 -2.105 -0.06 0.47 -0.44 -1.09
N 0.833 -1.086 -0.512 0.80 -0.81 0.79 -0.18
C 2.020 -1.047 0.081 -1.41 1.00 -1.47 -0.83
C 2.359 -2.049 1.022 0.17 -0.70 0.53 0.83
C 3.660 -2.243 1.527 -0.63 0.25 -0.34 -0.53
C 3.919 -3.273 2.398 -0.02 -0.24 0.24 -0.49
C 2.903 -4.131 2.790 0.18 -0.37 0.37 -0.37
C 1.619 -3.967 2.294 0.17 0.13 -0.01 -0.59
C 1.358 -2.944 1.421 -0.19 -0.12 0.12 -0.48
O -1.128 -0.311 -3.260 -0.85 -0.42 -0.35 -0.77
H -3.774 -4.129 -2.590 0.06 0.04 -0.12 0.38
H -3.038 -3.838 -1.016 0.12 -0.10 0.02 0.29
H -4.215 -2.710 -1.645 -0.01 0.14 -0.01 0.28
H -1.581 -3.218 -3.162 -0.29 -0.30 -0.08 0.30
H -2.629 -1.818 -3.287 -0.16 -0.29 0.07 0.31
H 0.550 1.343 -2.771 0.03 -0.02 0.00 0.29
H 1.556 1.403 -1.325 0.26 -0.06 0.02 -0.02
H 2.012 0.365 -2.687 0.38 0.05 -0.12 0.36
H 2.772 -0.362 -0.261 0.58 0.46 -0.07 0.23
H 4.451 -1.590 1.203 0.25 0.26 -0.07 0.35
H 4.918 -3.416 2.785 0.14 -0.02 0.04 0.35
H 3.103 -4.928 3.486 0.14 -0.19 0.16 0.34
H 0.823 -4.631 2.594 -0.10 -0.16 0.07 0.37
H 0.373 -2.805 1.008 -0.15 0.07 -0.04 0.46
```
Forces are in eV/Å.

=====

2.
This record from OMol25 describes an isolated molecule of C18H24N4O2 in a non-equilibrium geometry. The level of theory is ωB97M-V/def2-TZVPD.

The SMILES is Cc1nc(C(C)(C)NC(=O)c2ccc3c(n2)CC(C)(C)CC3)no1. The calculation puts the energy above the lowest of the compared OMol25 structures with the same formula, charge and spin at 2.870 eV.

XYZ file:
```
48
Properties=species:S:1:pos:R:3:forces:R:3:mulliken_charge:R:1
C -5.237 -4.699 -2.165 -1.05 0.25 0.42 -1.04
C -3.983 -3.984 -2.320 1.67 0.79 0.57 0.79
N -3.813 -2.700 -2.385 -1.28 0.04 -0.01 -0.49
C -2.473 -2.535 -2.473 -0.14 -0.61 -0.64 -0.02
C -1.814 -1.183 -2.646 0.26 0.27 0.44 1.85
C -2.805 -0.071 -2.955 -0.40 0.82 0.67 -1.84
C -0.851 -1.251 -3.778 4.31 -0.44 2.31 -1.92
N -0.943 -0.899 -1.514 -1.26 0.17 2.89 -0.21
C -1.480 -0.729 -0.252 -3.09 0.00 -1.55 0.24
O -2.682 -1.038 -0.065 2.29 0.25 0.29 -0.67
C -0.722 0.041 0.775 1.69 -0.21 1.50 0.51
C -1.142 0.038 2.150 -0.05 0.70 -1.43 -0.86
C -0.396 0.834 3.033 0.42 -0.52 -1.89 -0.73
C 0.853 1.427 2.618 -2.26 -1.73 -1.55 1.17
C 1.208 1.324 1.244 -1.18 0.07 0.05 0.29
N 0.406 0.653 0.352 0.26 0.33 1.11 -0.54
C 2.424 2.144 0.716 0.30 -2.39 0.81 -1.32
C 3.521 2.197 1.809 -1.06 2.65 -0.41 1.85
C 4.130 0.880 2.156 0.22 -0.83 -1.13 -1.85
C 4.752 3.047 1.302 -3.36 0.95 0.64 -1.99
C 2.703 2.974 2.975 2.10 0.46 -0.67 -1.32
C 1.672 2.133 3.595 0.82 -2.11 1.63 -0.93
N -1.829 -3.664 -2.543 0.44 -0.19 0.84 -0.48
O -2.816 -4.640 -2.324 0.07 0.44 -0.77 -0.17
H -5.703 -4.325 -1.242 -0.18 0.17 -0.46 0.26
H -5.837 -4.425 -3.047 -0.17 -0.45 0.52 0.27
H -5.153 -5.763 -1.992 0.29 -0.22 -0.52 0.32
H -3.606 0.120 -2.220 0.46 -0.46 -0.28 0.32
H -3.233 -0.149 -3.946 -0.26 -0.52 -0.15 0.40
H -2.203 0.827 -3.023 0.18 0.41 0.17 0.46
H -1.349 -1.524 -4.609 -1.37 -0.66 -3.20 0.57
H -0.197 -0.312 -3.900 -1.29 -1.28 0.11 0.40
H -0.150 -2.123 -3.479 -0.79 1.40 -0.89 0.38
H -0.026 -0.537 -1.605 0.76 0.33 -0.58 0.38
H -2.113 -0.469 2.394 1.20 0.66 -0.13 0.38
H -0.870 1.010 3.979 0.48 0.10 0.72 0.41
H 2.108 3.155 0.570 -0.21 0.58 -0.65 0.39
H 2.835 1.667 -0.182 -0.41 0.25 -0.13 0.41
H 3.421 0.076 1.987 -0.08 -0.42 0.56 0.43
H 4.601 0.863 3.131 -0.07 -0.13 0.26 0.36
H 4.935 0.722 1.392 -0.54 -0.16 0.70 0.45
H 4.465 4.083 1.484 0.52 0.28 -0.10 0.46
H 5.623 2.783 1.818 1.31 -0.20 0.73 0.49
H 4.847 2.921 0.249 0.34 -0.27 -0.88 0.43
H 3.498 3.178 3.656 0.38 0.45 1.10 0.54
H 2.257 3.964 2.732 0.57 -0.63 -0.71 0.30
H 2.195 1.385 4.283 -0.61 0.48 -0.91 0.25
H 0.972 2.575 4.266 -0.24 1.14 0.64 0.62
```
Forces are in eV/Å.

=====

3.
This record from OMol25 describes an isolated molecule of C18H24N4O3 in a non-equilibrium geometry. The level of theory is ωB97M-V/def2-TZVPD.

The SMILES is CCCCOC[C@H]1CNCCN1c1ccc2cc([N+](=O)[O-])ccc2n1. The calculation puts the energy above the lowest of the compared OMol25 structures with the same formula, charge and spin at 6.904 eV.

XYZ file:
```
49
Properties=species:S:1:pos:R:3:forces:R:3:mulliken_charge:R:1
C 2.614 -0.916 -4.026 0.05 0.16 -0.89 -1.20
C 1.657 0.131 -3.486 -0.01 -0.30 0.19 -0.34
C 0.563 -0.521 -2.656 -0.52 0.64 -0.07 -0.26
C -0.463 0.527 -2.204 -0.23 0.15 -0.01 -0.65
O 0.201 1.578 -1.470 -0.33 -0.66 -0.44 -0.23
C -0.664 2.568 -0.916 1.14 -1.20 -0.02 -1.20
C -0.179 2.830 0.503 -0.41 -0.82 0.79 0.21
C -0.694 4.195 0.976 0.99 0.40 0.56 -0.88
N -0.778 4.302 2.437 0.40 0.69 -0.07 -0.36
C -1.304 3.200 3.223 -0.16 -0.99 -0.51 -0.66
C -1.730 1.988 2.346 0.70 0.02 1.28 -0.69
N -0.677 1.711 1.379 0.58 0.00 0.19 0.50
C -0.206 0.397 1.287 -1.98 1.22 -0.08 0.01
C 1.136 0.140 1.081 2.66 -2.36 0.02 0.08
C 1.577 -1.197 1.085 0.43 3.21 -0.50 -1.22
C 0.638 -2.208 1.148 0.58 -1.43 -0.45 1.15
C 0.971 -3.545 0.883 -0.18 -1.88 -0.17 -0.29
C 0.015 -4.569 0.885 -0.19 2.71 0.61 -0.51
N 0.332 -5.933 0.566 -0.88 -2.66 -0.03 0.93
O -0.620 -6.766 0.560 1.92 1.97 -0.01 -0.59
O 1.495 -6.253 0.340 -0.95 0.64 0.15 -0.58
C -1.302 -4.174 1.216 -1.70 1.19 0.13 -0.36
C -1.663 -2.815 1.400 0.03 -2.77 -0.31 -0.37
C -0.677 -1.837 1.333 -1.68 0.82 0.44 -0.33
N -1.107 -0.558 1.436 0.47 0.32 0.00 -0.57
H 2.070 -1.673 -4.643 0.50 0.52 0.38 0.31
H 3.387 -0.412 -4.655 -0.39 -0.65 0.44 0.35
H 3.080 -1.426 -3.180 0.16 -0.07 -0.22 0.29
H 2.204 0.804 -2.835 0.12 0.27 0.05 0.23
H 1.213 0.746 -4.273 0.01 -0.10 -0.11 0.34
H 1.010 -1.013 -1.784 -0.15 0.02 -0.06 -0.13
H 0.046 -1.286 -3.263 0.08 0.23 0.31 0.45
H -1.021 0.941 -3.081 0.54 -0.09 0.38 0.43
H -1.230 0.067 -1.568 0.08 0.00 0.15 0.42
H -0.618 3.434 -1.520 0.30 1.34 -0.71 0.54
H -1.681 2.226 -0.998 -0.66 -0.21 0.60 0.44
H 0.927 2.846 0.521 -0.51 -0.11 -0.12 0.26
H -1.670 4.360 0.551 -0.52 0.21 -0.62 0.40
H 0.043 4.991 0.583 -1.28 -1.12 0.54 0.31
H -1.258 5.150 2.702 0.22 0.05 -0.22 0.28
H -2.191 3.495 3.787 0.03 0.15 0.08 0.39
H -0.538 2.879 3.948 -0.23 -0.09 -0.21 0.26
H -1.850 1.125 3.066 0.09 0.76 -1.18 0.37
H -2.683 2.180 1.871 -0.41 0.02 -0.18 0.29
H 1.860 0.940 1.006 -0.10 -0.03 -0.04 0.36
H 2.631 -1.433 0.961 -0.11 0.09 0.04 0.44
H 1.982 -3.828 0.633 0.20 0.15 0.05 0.52
H -2.131 -4.878 1.304 0.58 -0.11 -0.21 0.41
H -2.714 -2.511 1.537 0.74 -0.31 0.05 0.44
```
Forces are in eV/Å.

=====

4.
This record from OMol25 describes a structure of composition C18H24N8O4RuS in a non-equilibrium geometry. The level of theory is ωB97M-V/def2-TZVPD.

As for the net charge: +1. The expectation value of S² is 0.76. The calculation puts the energy above the lowest of the compared OMol25 structures with the same formula, charge and spin at 0.688 eV. The spin multiplicity is 2.

XYZ file:
```
56
Properties=species:S:1:pos:R:3:forces:R:3:mulliken_charge:R:1
Ru 0.144 -0.125 -0.236 -0.59 -0.31 -1.10 0.38
C 4.501 -0.357 -3.897 -0.02 0.03 0.10 -0.94
C 4.756 0.371 -2.582 -0.11 -0.20 -0.14 -0.60
N 4.345 -0.412 -1.416 0.14 -0.09 -0.25 -0.17
C 3.095 -0.492 -0.959 -0.77 0.20 0.27 0.34
S 1.871 0.581 -1.629 -0.13 -0.21 -0.85 -0.24
N 2.847 -1.352 0.011 0.77 0.09 -0.02 -1.54
N 1.563 -1.391 0.443 -0.20 -0.08 -0.49 1.11
C 1.271 -2.193 1.406 0.39 -0.31 0.22 1.03
C 2.310 -2.979 2.129 -0.14 -0.25 0.09 -1.72
C -0.147 -2.266 1.728 -0.39 -0.14 0.29 0.32
C -0.683 -3.091 2.704 0.25 -0.22 0.13 -0.78
C -2.048 -3.080 2.931 -0.04 -0.06 0.07 -0.55
C -2.853 -2.237 2.187 0.04 -0.04 -0.04 -0.86
C -2.254 -1.439 1.230 -0.15 -0.03 -0.13 -0.12
N -0.945 -1.469 1.005 -0.05 0.63 -0.07 0.16
H 4.846 0.254 -4.732 0.01 -0.04 0.00 0.37
H 3.436 -0.547 -4.029 0.02 -0.02 -0.01 0.27
H 5.034 -1.308 -3.917 -0.01 0.02 -0.06 0.31
H 4.209 1.311 -2.561 0.09 0.08 0.04 0.35
H 5.816 0.588 -2.471 0.00 0.07 0.09 0.35
H 4.940 -1.183 -1.146 0.03 0.06 0.11 0.27
H 3.296 -2.634 1.842 0.04 0.01 0.02 0.38
H 2.238 -4.042 1.884 -0.03 0.01 0.01 0.34
H 2.185 -2.880 3.209 -0.04 -0.01 -0.02 0.42
H -0.024 -3.739 3.268 -0.08 0.00 0.02 0.47
H -2.485 -3.723 3.684 0.05 -0.01 0.01 0.45
H -3.922 -2.192 2.341 0.03 0.02 -0.02 0.46
H -2.836 -0.744 0.640 0.08 0.02 -0.05 0.49
C 0.267 1.124 5.045 0.08 -0.03 0.01 -0.81
O -0.663 1.104 3.954 -0.03 0.07 0.01 -0.33
C -0.241 1.134 2.701 -0.05 0.03 -0.14 0.61
O -0.981 1.078 1.754 -1.43 0.19 0.31 -0.36
N 1.097 1.170 2.440 0.35 -0.26 0.41 -0.18
N 1.360 1.181 1.063 0.21 -0.32 0.01 -0.38
H -0.324 0.915 5.929 0.00 0.01 0.02 0.26
H 0.728 2.107 5.152 -0.02 0.01 -0.06 0.33
H 1.029 0.351 4.931 -0.04 0.00 -0.03 0.35
H 1.760 1.566 3.086 0.18 0.07 -0.14 0.27
H 2.247 0.724 0.883 0.31 0.34 0.25 0.38
H 1.370 2.123 0.682 -0.03 0.02 -0.06 0.27
O -1.098 -1.222 -1.734 0.98 0.46 0.94 -0.36
N -2.031 -0.521 -2.251 -0.06 -0.39 -0.39 -0.44
N -2.068 0.682 -1.911 0.08 -0.15 0.11 1.20
O -1.200 1.189 -1.052 0.20 0.67 0.42 -0.67
C -3.068 1.557 -2.468 -0.10 0.20 0.03 0.42
C -2.999 2.905 -2.158 0.12 -0.01 0.07 -0.42
C -3.947 3.768 -2.688 -0.02 -0.04 -0.03 -0.58
C -4.951 3.281 -3.510 0.00 0.03 0.03 -0.47
C -5.012 1.924 -3.801 -0.02 0.03 -0.02 -0.55
C -4.071 1.051 -3.283 0.04 -0.15 0.01 -0.27
H -2.210 3.259 -1.512 -0.01 0.03 -0.01 0.37
H -3.897 4.823 -2.458 0.01 -0.02 0.01 0.37
H -5.690 3.957 -3.920 0.01 -0.02 0.00 0.39
H -5.800 1.545 -4.438 0.03 -0.03 0.01 0.38
H -4.112 -0.006 -3.503 0.00 0.02 -0.02 0.44
```
Forces are in eV/Å.

=====

5.
This record from OMol25 describes an isolated molecule of C18H25BN2O4 in a non-equilibrium geometry. The level of theory is ωB97M-V/def2-TZVPD.

The SMILES is C=CC(=O)N1CCC[C@@H]1C(=O)N[C@@H](Cc1ccc(C)cc1C)B(O)O. The calculation puts the energy above the lowest of the compared OMol25 structures with the same formula, charge and spin at 0.322 eV.

XYZ file:
```
50
Properties=species:S:1:pos:R:3:forces:R:3:mulliken_charge:R:1
C 1.679 3.157 -0.064 -0.60 -0.45 0.59 -0.95
C 0.646 3.324 -0.864 -0.37 -0.08 -0.27 -0.17
C -0.737 3.169 -0.351 -0.14 0.07 -0.38 0.64
O -0.889 3.102 0.852 -1.13 0.07 0.21 -0.59
N -1.770 3.116 -1.302 -0.38 0.09 0.43 -0.11
C -3.195 3.112 -0.901 0.34 -0.31 -0.04 -0.68
C -3.962 2.208 -1.898 0.47 -0.14 0.19 -0.55
C -3.001 2.087 -3.115 -0.22 1.17 0.07 -0.92
C -1.582 2.423 -2.585 0.08 0.88 0.14 0.23
C -0.793 1.163 -2.355 0.68 -0.32 1.28 -0.17
O 0.066 0.751 -3.129 -0.68 -0.13 -0.03 -0.72
N -1.071 0.521 -1.161 -0.24 1.63 0.44 0.14
C -0.171 -0.478 -0.652 1.34 -2.64 -1.21 -0.71
C -0.027 -0.616 0.852 -0.65 0.90 0.39 -0.77
C 1.135 -1.404 1.403 0.13 0.65 -1.14 0.96
C 2.322 -1.456 0.685 -0.89 -0.11 0.19 -0.90
C 3.384 -2.194 1.113 1.43 -0.21 -0.87 -0.95
C 3.346 -2.872 2.305 0.42 -0.30 0.29 0.77
C 4.526 -3.740 2.726 -0.55 0.28 -0.24 -1.30
C 2.183 -2.752 3.036 0.28 -0.82 0.87 -0.54
C 1.069 -2.040 2.623 0.62 -0.42 0.15 0.51
C -0.150 -2.090 3.440 -1.97 -0.97 -0.19 -1.81
B -0.681 -1.844 -1.304 -0.08 0.66 -0.37 0.85
O -0.960 -2.934 -0.527 -0.37 -0.11 -1.57 -0.58
O -0.963 -1.865 -2.675 0.54 0.91 1.00 -0.82
H 1.560 2.854 0.959 -0.35 0.01 0.36 0.26
H 2.678 3.238 -0.364 1.24 0.29 -0.75 0.34
H 0.760 3.578 -1.889 0.27 0.20 -0.76 0.38
H -3.576 4.133 -0.895 -0.01 0.01 0.06 0.46
H -3.225 2.706 0.096 -0.32 0.07 0.56 0.29
H -4.209 1.236 -1.430 0.45 0.34 -0.32 0.25
H -4.930 2.636 -2.170 0.26 0.08 -0.07 0.37
H -3.003 1.116 -3.579 -0.09 -0.41 -0.16 0.33
H -3.278 2.826 -3.895 0.15 -0.41 0.47 0.38
H -1.033 3.120 -3.241 -0.13 -0.80 -0.17 0.39
H -1.531 1.026 -0.393 0.05 -0.13 -0.97 0.24
H 0.797 -0.363 -1.166 -0.06 0.58 0.30 0.43
H 0.032 0.385 1.296 -0.17 0.12 0.09 0.75
H -0.946 -1.078 1.203 -0.16 0.08 0.23 0.43
H 2.357 -0.982 -0.261 0.24 0.43 -0.73 0.48
H 4.264 -2.297 0.464 -0.31 0.17 0.30 0.24
H 4.168 -4.735 3.011 0.17 0.07 -0.14 0.34
H 5.187 -3.813 1.842 -0.03 -0.12 0.76 0.33
H 5.042 -3.323 3.604 0.03 -0.06 -0.43 0.28
H 2.142 -3.338 3.953 -0.22 0.23 0.08 0.39
H -0.825 -2.939 3.112 0.78 0.67 0.38 0.28
H 0.000 -2.178 4.500 0.47 -0.35 0.47 0.46
H -0.783 -1.230 3.347 -0.21 0.72 -0.25 0.40
H -1.350 -3.466 -1.250 0.00 -0.74 0.89 0.30
H -0.700 -0.961 -3.007 -0.10 -1.30 -0.12 0.36
```
Forces are in eV/Å.

=====

What is the formula in the first record?
C18H24N3O6